Record 1
Here is a cluster of 2 separate species, C7H9ClIN2 in total at a distorted geometry from OMol25. Energies are from wB97M-V/def2-TZVPD.

Structure (XYZ):
```
20
Properties=species:S:1:pos:R:3
C 2.14 -0.27 -1.27
C 2.85 -0.06 -0.15
C 0.90 -0.87 0.49
C -0.13 -0.79 -1.69
C -1.73 1.11 0.14
C 0.00 -1.53 1.20
C -3.15 1.23 0.51
N 0.87 -0.67 -0.95
N 2.09 -0.31 0.89
Cl 4.44 0.42 -0.13
I -0.43 2.63 -0.33
H 2.38 -0.02 -2.34
H -0.23 -0.56 -2.71
H 0.18 -1.64 2.23
H -1.48 0.30 -0.34
H -0.64 -2.11 0.60
H -3.42 2.28 0.76
H -3.68 0.56 -0.27
H -3.35 0.62 1.51
H 2.42 -0.32 1.84
```

Results
- Charge: +1
- Kohn-Sham gap (spin up / spin down): 5.05 / 5.02 eV
- DFT total energy: -30994.5039 eV
- Multiplicity: 1

***

Record 2
Here is a structure of composition C7H9F12N2NiO12S5 at a distorted geometry from OMol25. Energies are from wB97M-V/def2-TZVPD.

Structure (XYZ):
```
48
Properties=species:S:1:pos:R:3
Ni 0.29 -0.60 -0.50
C 2.97 -0.97 -3.57
F 1.75 -0.64 -4.00
F 3.52 -1.93 -4.33
F 3.78 0.12 -3.51
S 2.91 -1.69 -1.75
O 1.98 -2.77 -1.95
O 4.29 -2.11 -1.48
N 2.23 -0.49 -0.69
S 3.51 0.26 -0.13
O 4.19 -0.52 0.86
O 4.35 0.98 -1.05
C 2.53 1.60 0.94
F 1.85 2.50 0.19
F 1.67 1.08 1.72
F 3.44 2.37 1.64
C 1.03 -4.56 1.15
F 0.96 -5.42 2.14
F 2.29 -4.48 0.59
F 0.20 -4.99 0.15
S 0.56 -2.79 1.86
O -0.12 -2.86 3.21
O 1.78 -1.95 1.91
N -0.43 -2.18 0.54
S -1.91 -2.81 0.85
O -2.01 -4.14 1.53
O -2.85 -1.75 1.36
C -2.48 -3.08 -0.87
F -1.67 -3.87 -1.60
F -3.69 -3.78 -0.71
F -2.72 -1.92 -1.45
O -0.67 -0.02 -2.11
H -0.33 0.86 -2.35
O -2.99 1.82 -0.74
S -2.02 1.87 0.41
O -0.78 1.07 0.33
O -1.51 3.49 0.62
C -2.45 4.55 0.20
C -1.65 5.87 0.47
C -2.76 1.74 2.06
H -3.39 4.16 0.60
H -2.63 4.37 -0.87
H -2.12 6.76 0.06
H -0.72 5.73 -0.08
H -1.42 6.12 1.51
H -2.19 2.34 2.77
H -2.77 0.67 2.27
H -3.79 1.98 1.79
```

Results
- Kohn-Sham gap (spin up / spin down): 10.44 / 5.70 eV
- Energy above the lowest of the compared OMol25 structures with the same formula, charge and spin: 0.0 kcal/mol
- DFT total energy: -162774.9082 eV
- Multiplicity: 4
- ⟨S²⟩: 3.759

***

Record 3
Here is an isolated molecule of C7H9F3N2O at a distorted geometry from OMol25. Energies are from wB97M-V/def2-TZVPD.

Structure (XYZ):
```
22
Properties=species:S:1:pos:R:3
C 2.00 -1.83 1.16
C 1.59 -0.64 0.58
C 0.91 -2.65 1.27
C 0.25 -0.73 0.36
C 0.00 0.84 -1.74
C -0.52 0.42 -0.31
C -0.49 1.66 0.60
N -0.10 -2.01 0.61
N -1.96 -0.06 -0.42
O -0.89 1.73 -2.42
F 0.70 2.29 0.43
F -0.57 1.33 1.89
F -1.41 2.56 0.35
H 2.94 -2.00 1.56
H 2.11 0.26 0.31
H 0.77 -3.52 1.75
H 0.16 -0.07 -2.38
H 0.98 1.30 -1.67
H -1.04 -2.33 0.69
H -2.48 0.12 0.53
H -2.27 0.61 -1.08
H -0.64 2.71 -2.08
```

Results
- Kohn-Sham gap: 9.01 eV
- Energy above the lowest of the compared OMol25 structures with the same formula, charge and spin: 0.0 kcal/mol
- SMILES string: N[C@](CO)(c1ccc[nH]1)C(F)(F)F
- DFT total energy: -20584.3459 eV
- Multiplicity: 1

***

Record 4
Here is an isolated molecule of C7H9FN2 at a distorted geometry from OMol25. Energies are from wB97M-V/def2-TZVPD.

Structure (XYZ):
```
19
Properties=species:S:1:pos:R:3
C 1.80 0.71 -0.16
C 3.18 0.99 -0.06
C 1.72 -0.60 -0.53
C -0.65 0.79 -0.32
C -2.19 -1.35 0.50
C 0.51 1.60 0.08
C -0.95 -0.38 0.71
N 1.70 -1.75 -0.79
N -1.25 1.07 -1.43
F 3.30 2.29 0.36
H -2.99 -0.98 0.02
H -1.76 -2.15 -0.09
H -2.55 -1.85 1.44
H 0.47 1.84 1.15
H 0.59 2.56 -0.43
H -0.02 -0.95 0.92
H -1.07 0.09 1.74
H 2.08 -2.50 -1.29
H -1.94 0.55 -1.80
```

Results
- Kohn-Sham gap: 9.00 eV
- Energy above the lowest of the compared OMol25 structures with the same formula, charge and spin: 102.0 kcal/mol
- DFT total energy: -13097.4757 eV
- Multiplicity: 1